C38H65CsN3O3S2Si as an isolated structure, computed with ωB97M-V with the def2-TZVPD basis set.

- frontier orbital gap (Ha) = 0.2092
- total charge = -1
- spin multiplicity = 1
- lowest unoccupied orbital energy (eV) = 1.959
- energy relative to the best compared isomer or geometry (same formula, charge and spin) (eV) = 0.114

Element x y z (Å)
C: -3.36 -0.41 -3.73
C: 1.03 -0.04 -6.18
C: -1.70 1.97 4.23
C: -0.97 0.65 4.02
H: -2.34 -2.08 1.39
H: -1.43 2.03 6.38
C: 2.74 1.93 1.46
C: -1.73 -3.65 -0.02
H: 2.80 1.42 0.49
H: -3.51 -3.36 1.16
H: -4.35 -0.59 -3.35
C: 2.34 0.26 -6.21
H: -2.55 6.83 2.55
H: -0.83 -5.01 2.48
C: 0.29 -2.47 3.18
H: 2.55 4.24 2.95
H: 4.29 -3.97 -3.34
H: -0.74 -2.25 2.92
H: 0.10 0.81 3.94
H: 2.86 -4.88 -2.79
H: -3.56 1.30 3.38
H: -3.12 -5.34 -0.21
H: 2.34 -3.98 3.94
H: -3.93 3.98 0.51
H: 1.47 -1.49 -3.45
H: 2.89 -2.84 2.71
C: -2.44 -3.16 1.26
C: 1.78 3.95 0.33
H: -3.70 3.99 2.25
H: -1.23 6.45 -0.25
C: -0.81 0.09 -4.54
H: 2.74 4.46 0.40
H: -1.62 -5.49 -1.16
H: 1.49 3.00 3.64
C: -2.96 -0.83 -4.98
C: 3.55 -4.07 -2.53
C: 1.76 -2.96 -1.20
N: 0.52 0.36 -4.95
H: -3.53 -3.09 -1.09
H: -1.83 5.38 3.26
C: 1.61 3.71 2.82
C: -3.21 1.74 4.31
H: 3.29 -0.70 -1.82
C: 2.33 -3.77 2.87
C: 0.85 -3.40 0.87
C: 2.04 -3.10 0.17
C: 0.39 -3.16 -1.35
H: 0.34 -2.67 4.25
H: 3.02 -3.03 0.61
H: -0.13 2.81 5.46
C: -2.23 6.06 -0.10
H: -1.59 -5.75 0.58
H: -3.72 2.69 4.46
C: 1.61 2.97 1.48
H: 0.72 -5.79 2.25
H: 0.98 4.69 0.36
H: -2.33 -1.82 -1.06
H: 2.60 1.20 2.25
H: -1.33 0.17 3.11
S: -2.46 1.24 0.73
O: -1.28 4.18 0.95
N: 2.65 0.87 -5.02
H: -1.15 -0.03 4.86
C: -1.21 2.64 5.51
C: -1.85 6.01 2.38
H: -3.65 -1.36 -5.63
C: 0.88 -3.64 2.38
H: 0.43 -0.51 -6.94
H: 3.70 2.44 1.60
H: 4.65 1.16 -5.42
H: 4.08 -4.37 -1.62
H: -2.93 6.89 -0.02
S: 1.61 1.62 -2.70
O: 0.40 2.23 1.32
H: -0.86 6.44 2.23
O: -1.42 2.88 3.18
H: 1.45 -3.18 -3.97
C: -3.66 4.61 1.35
H: 1.73 3.43 -0.63
N: -1.18 0.50 -3.34
H: -1.37 -0.94 -6.38
H: 0.88 -1.57 2.99
H: -2.12 -3.21 -2.14
C: -0.22 -3.42 -0.10
H: 4.56 -1.57 -2.70
H: -1.70 3.61 5.63
H: -0.14 -3.07 -2.29
C: -2.43 0.25 -2.94
H: 0.28 -5.14 3.84
H: 3.07 0.10 -6.98
C: -2.46 -2.90 -1.15
H: -2.50 5.45 -0.97
C: -2.04 -5.15 -0.21
H: -3.46 1.07 5.14
H: 3.93 2.34 -4.28
H: 0.79 4.42 2.85
C: 2.09 -2.37 -3.61
C: 3.96 1.29 -4.59
C: -1.67 -0.59 -5.41
H: 2.86 -4.57 2.35
H: -2.67 0.58 -1.93
H: 4.28 0.69 -3.74
Si: -1.21 2.63 1.54
H: 2.83 -2.15 -4.39
H: 4.28 -1.90 -0.98
H: -4.38 5.42 1.45
C: -2.26 5.19 1.16
C: 1.54 0.95 -4.22
Cs: 0.12 -0.41 -0.14
C: 0.21 -4.97 2.76
C: 3.79 -1.67 -1.93
C: 2.78 -2.76 -2.30
H: -2.10 -3.65 2.16